No. 1
Molecular formula: C17H17N4ORuSSe4
Method: DFT, wB97M-V/def2-TZVPD

Each line ends with the Löwdin charge.
Element x y z (Å)
Ru -0.78 0.28 -0.14  0.445
Se 1.15 -1.11 0.49  0.069
Se 0.86 -2.96 -0.88  -0.014
Se 1.09 -1.86 -2.93  -0.001
Se -0.35 -0.02 -2.54  0.163
C -2.90 1.32 -0.37  -0.052
C -2.02 2.31 -0.71  -0.325
C -1.42 3.25 0.32  -0.143
C -0.73 4.54 -0.18  -0.092
C -0.13 4.44 -1.60  -0.166
C -0.94 3.59 -2.54  -0.028
C -1.78 2.64 -2.12  -0.131
H -3.40 0.76 -1.15  0.084
H -3.30 1.25 0.63  0.047
H -2.11 3.45 1.13  0.166
H -1.28 5.46 -0.03  0.160
H -0.02 5.45 -2.01  0.158
H -0.82 3.76 -3.60  0.126
H -2.32 2.06 -2.85  0.101
S -1.60 -0.06 2.25  0.698
C -2.18 -1.39 1.43  -0.807
N -2.82 -2.46 1.98  0.109
C -3.23 -3.52 1.23  -0.020
C -2.99 -3.53 -0.11  -0.007
C -2.30 -2.43 -0.65  -0.132
N -1.95 -1.41 0.10  -0.164
H -2.97 -2.45 2.98  0.165
H -3.73 -4.31 1.76  0.143
H -3.29 -4.36 -0.72  0.124
H -2.04 -2.36 -1.70  0.089
N 4.09 4.37 -0.23  0.214
C 3.03 4.58 0.57  -0.456
O 3.08 4.99 1.71  0.121
C 1.67 4.32 -0.03  0.030
C 1.32 3.89 -1.37  -0.116
C 1.16 2.34 -1.15  -0.063
N 0.49 1.93 -0.18  -0.097
C -0.06 2.77 0.83  -0.139
C 0.51 4.34 0.76  -0.047
H 5.01 4.54 0.15  0.136
H 4.01 4.06 -1.18  0.108
H 2.02 4.08 -2.17  0.159
H 1.46 1.64 -1.95  0.072
H 0.05 2.33 1.82  0.142
H 0.58 4.79 1.74  0.170

Summary:
**Orbital gap**: 3.54 eV
**E_tot**: -11050.8324 a.u.
**LUMO**: -5.681 eV
**Relative energy (zero: lowest compared OMol25 entry of this formula, charge and spin)**: 0.00 kcal per mole
**Charge**: +1
**Highest occupied orbital energy**: -9.223 eV

No. 2
Molecular formula: C25H42AsBiClO11P4
Method: DFT, wB97M-V/def2-TZVPD

Each line ends with the Löwdin charge.
Element x y z (Å)
Bi 0.80 -0.37 0.59  1.716
O 0.81 -2.19 3.83  -0.169
P 1.06 -0.59 3.97  0.160
O 0.88 -0.12 5.35  -0.276
O 0.27 0.10 2.88  -0.453
O 2.63 -0.58 3.54  -0.272
P 3.29 0.72 2.79  0.207
O 2.75 1.97 3.62  -0.110
O 4.75 0.65 2.80  -0.274
O 2.64 0.72 1.39  -0.563
H 1.44 -2.62 4.44  0.084
H 1.86 1.85 3.98  0.056
C 4.08 -1.75 0.24  -0.249
P 3.18 -0.56 -0.83  0.767
C 4.47 0.72 -1.10  -0.236
C 3.20 -1.52 -2.42  -0.412
C 2.12 -0.96 -3.34  -0.440
P 0.48 -1.00 -2.46  0.821
C 0.10 -2.78 -2.68  -0.264
C -0.57 -0.30 -3.82  -0.258
H 4.92 -2.19 -0.31  0.047
H 3.38 -2.53 0.55  0.025
H 4.46 -1.23 1.12  0.023
H 5.40 0.24 -1.42  0.044
H 4.61 1.22 -0.14  0.033
H 4.15 1.44 -1.85  0.036
H 2.96 -2.56 -2.16  0.074
H 4.19 -1.49 -2.88  0.078
H 2.05 -1.52 -4.28  0.070
H 2.34 0.09 -3.59  0.072
H 0.45 -3.14 -3.65  0.043
H -0.99 -2.89 -2.61  0.019
H 0.55 -3.34 -1.87  0.015
H -0.25 -0.70 -4.78  0.038
H -0.51 0.79 -3.82  0.035
H -1.60 -0.60 -3.63  0.021
C -3.41 3.67 0.46  -0.021
C -3.53 3.07 -0.91  -0.188
C -3.63 3.89 -2.02  -0.074
C -3.73 3.35 -3.29  -0.677
Cl -3.89 4.41 -4.66  0.624
C -3.73 1.98 -3.48  -0.106
C -3.64 1.15 -2.37  -0.003
C -3.54 1.68 -1.09  -0.236
O -3.47 0.91 0.03  -0.043
C -3.78 -0.46 -0.13  -0.091
C -2.71 -1.33 -0.85  -0.671
O -3.11 -1.98 -1.83  -0.031
O -1.54 -1.35 -0.36  -0.240
H -3.99 4.60 0.53  0.080
H -2.37 3.91 0.67  0.071
H -3.76 2.97 1.22  0.081
H -3.63 4.96 -1.90  0.111
H -3.82 1.55 -4.47  0.106
H -3.62 0.08 -2.52  0.092
H -4.73 -0.58 -0.66  0.128
H -3.89 -0.85 0.89  0.122
C -0.13 -5.24 2.54  -0.216
As -0.46 -3.74 1.32  0.961
C -1.69 -2.62 2.31  -0.215
C -1.58 -4.65 0.00  -0.203
O 0.99 -3.35 0.66  -0.602
H -1.02 -5.52 3.10  0.031
H 0.66 -4.95 3.23  0.018
H 0.22 -6.08 1.94  0.028
H -1.63 -2.88 3.36  0.033
H -2.69 -2.85 1.93  0.037
H -1.50 -1.56 2.19  -0.002
H -2.38 -5.20 0.50  0.034
H -0.95 -5.33 -0.56  0.036
H -2.01 -3.92 -0.68  0.004
C 0.14 1.70 -0.17  -0.282
C 0.57 2.80 0.72  -0.336
C 1.69 3.58 0.43  -0.061
C 2.09 4.61 1.27  -0.092
C 1.38 4.88 2.43  -0.110
C 0.27 4.11 2.74  -0.096
C -0.12 3.08 1.91  -0.087
H 0.56 1.81 -1.17  0.038
H -0.94 1.62 -0.23  0.035
H 2.26 3.38 -0.47  0.105
H 2.97 5.19 1.03  0.097
H 1.69 5.69 3.08  0.094
H -0.28 4.30 3.66  0.102
H -0.97 2.46 2.17  0.109

Summary:
**Orbital gap**: 7.83 eV
**E_tot**: -6081.8854 a.u.
**LUMO**: 2.455 eV
**Charge**: -1
**Highest occupied orbital energy**: -5.376 eV

No. 3
Molecular formula: C2H8N5OS
Method: DFT, wB97M-V/def2-TZVPD

Each line ends with the Löwdin charge.
Element x y z (Å)
N 2.40 -1.72 -0.32  0.153
C 1.31 -1.25 0.28  -0.581
O 0.36 -1.77 0.81  0.092
N 1.25 0.27 0.01  -0.482
S 2.36 1.36 0.28  0.831
N -0.25 0.77 0.57  0.106
C -1.46 0.51 0.09  -0.464
N -2.51 0.81 0.81  0.209
N -1.72 -0.01 -1.12  0.226
H 3.27 -1.05 -0.39  0.142
H 2.75 -2.69 -0.25  0.141
H 2.27 1.96 -1.06  -0.027
H -0.21 1.26 1.47  0.146
H -3.42 0.74 0.28  0.167
H -2.49 0.96 1.77  0.113
H -2.71 -0.06 -1.29  0.113
H -1.21 -0.09 -1.95  0.114

Summary:
**Orbital gap**: 10.53 eV
**E_tot**: -827.9303 a.u.
**LUMO**: -3.056 eV
**Relative energy (zero: lowest compared OMol25 entry of this formula, charge and spin)**: 27.90 kcal per mole
**SMILES**: NC(=O)N(S)[NH+]=C(N)N
**Charge**: +1
**Highest occupied orbital energy**: -13.582 eV

No. 4
Molecular formula: C4H6N2O
Method: DFT, wB97M-V/def2-TZVPD

Each line ends with the Löwdin charge.
Element x y z (Å)
C 0.71 -0.88 -1.70  -0.040
C 0.57 0.40 -0.69  -0.180
O 0.37 0.13 0.66  -0.139
C -0.76 0.43 1.17  -0.518
N -1.48 1.23 0.50  0.205
C -0.92 -0.37 2.35  -0.094
N -1.13 -0.95 3.32  0.192
H -0.19 -1.49 -1.93  0.079
H 1.08 -0.33 -2.58  0.066
H 1.49 -1.42 -1.16  0.059
H 0.67 1.41 -1.04  0.078
H 1.92 0.65 0.07  0.232
H -2.32 1.19 1.03  0.059

Summary:
**Orbital gap**: 9.72 eV
**E_tot**: -340.5781 a.u.
**LUMO**: 0.267 eV
**Relative energy (zero: lowest compared OMol25 entry of this formula, charge and spin)**: 136.04 kcal per mole
**Highest occupied orbital energy**: -9.457 eV

Repeat the second record exactly.
Molecular formula: C25H42AsBiClO11P4
Method: DFT, wB97M-V/def2-TZVPD

Each line ends with the Löwdin charge.
Element x y z (Å)
Bi 0.80 -0.37 0.59  1.716
O 0.81 -2.19 3.83  -0.169
P 1.06 -0.59 3.97  0.160
O 0.88 -0.12 5.35  -0.276
O 0.27 0.10 2.88  -0.453
O 2.63 -0.58 3.54  -0.272
P 3.29 0.72 2.79  0.207
O 2.75 1.97 3.62  -0.110
O 4.75 0.65 2.80  -0.274
O 2.64 0.72 1.39  -0.563
H 1.44 -2.62 4.44  0.084
H 1.86 1.85 3.98  0.056
C 4.08 -1.75 0.24  -0.249
P 3.18 -0.56 -0.83  0.767
C 4.47 0.72 -1.10  -0.236
C 3.20 -1.52 -2.42  -0.412
C 2.12 -0.96 -3.34  -0.440
P 0.48 -1.00 -2.46  0.821
C 0.10 -2.78 -2.68  -0.264
C -0.57 -0.30 -3.82  -0.258
H 4.92 -2.19 -0.31  0.047
H 3.38 -2.53 0.55  0.025
H 4.46 -1.23 1.12  0.023
H 5.40 0.24 -1.42  0.044
H 4.61 1.22 -0.14  0.033
H 4.15 1.44 -1.85  0.036
H 2.96 -2.56 -2.16  0.074
H 4.19 -1.49 -2.88  0.078
H 2.05 -1.52 -4.28  0.070
H 2.34 0.09 -3.59  0.072
H 0.45 -3.14 -3.65  0.043
H -0.99 -2.89 -2.61  0.019
H 0.55 -3.34 -1.87  0.015
H -0.25 -0.70 -4.78  0.038
H -0.51 0.79 -3.82  0.035
H -1.60 -0.60 -3.63  0.021
C -3.41 3.67 0.46  -0.021
C -3.53 3.07 -0.91  -0.188
C -3.63 3.89 -2.02  -0.074
C -3.73 3.35 -3.29  -0.677
Cl -3.89 4.41 -4.66  0.624
C -3.73 1.98 -3.48  -0.106
C -3.64 1.15 -2.37  -0.003
C -3.54 1.68 -1.09  -0.236
O -3.47 0.91 0.03  -0.043
C -3.78 -0.46 -0.13  -0.091
C -2.71 -1.33 -0.85  -0.671
O -3.11 -1.98 -1.83  -0.031
O -1.54 -1.35 -0.36  -0.240
H -3.99 4.60 0.53  0.080
H -2.37 3.91 0.67  0.071
H -3.76 2.97 1.22  0.081
H -3.63 4.96 -1.90  0.111
H -3.82 1.55 -4.47  0.106
H -3.62 0.08 -2.52  0.092
H -4.73 -0.58 -0.66  0.128
H -3.89 -0.85 0.89  0.122
C -0.13 -5.24 2.54  -0.216
As -0.46 -3.74 1.32  0.961
C -1.69 -2.62 2.31  -0.215
C -1.58 -4.65 0.00  -0.203
O 0.99 -3.35 0.66  -0.602
H -1.02 -5.52 3.10  0.031
H 0.66 -4.95 3.23  0.018
H 0.22 -6.08 1.94  0.028
H -1.63 -2.88 3.36  0.033
H -2.69 -2.85 1.93  0.037
H -1.50 -1.56 2.19  -0.002
H -2.38 -5.20 0.50  0.034
H -0.95 -5.33 -0.56  0.036
H -2.01 -3.92 -0.68  0.004
C 0.14 1.70 -0.17  -0.282
C 0.57 2.80 0.72  -0.336
C 1.69 3.58 0.43  -0.061
C 2.09 4.61 1.27  -0.092
C 1.38 4.88 2.43  -0.110
C 0.27 4.11 2.74  -0.096
C -0.12 3.08 1.91  -0.087
H 0.56 1.81 -1.17  0.038
H -0.94 1.62 -0.23  0.035
H 2.26 3.38 -0.47  0.105
H 2.97 5.19 1.03  0.097
H 1.69 5.69 3.08  0.094
H -0.28 4.30 3.66  0.102
H -0.97 2.46 2.17  0.109

Summary:
**Orbital gap**: 7.83 eV
**E_tot**: -6081.8854 a.u.
**LUMO**: 2.455 eV
**Charge**: -1
**Highest occupied orbital energy**: -5.376 eV

- What is the E_tot in the first record?
  -11050.8324 a.u.

- What is the LUMO in the third record?
  -3.056 eV